{
  "formula": "C4H4O2",
  "method": "ωB97M-V/def2-TZVPD",
  "species": ["C", "C", "C", "O", "C", "O", "H", "H", "H", "H"],
  "xyz": [[2.346, 0.499, 0.565], [1.228, 0.138, 0.296], [-0.181, -0.229, 0.173], [-0.445, -1.574, 0.340], [-1.132, 0.360, -0.815], [-2.181, -0.226, -0.993], [3.334, 0.845, 0.789], [-0.727, 0.470, 0.899], [-1.319, -1.665, -0.097], [-0.923, 1.382, -1.156]],
  "lowdin_charge": [0.137, -0.055, -0.409, 0.018, -0.197, 0.052, 0.035, 0.182, 0.095, 0.141],
  "e_above_lowest_kcal_mol": 57.6,
  "fmax_ha_per_bohr": 0.0244,
  "gap_ev": 10.56,
  "molar_mass_g_mol": 84.07,
  "smiles": "C#C[C@H](O)C=O",
  "e_tot_ev": -8304.58062
}

{
  "formula": "C21H19N3O5",
  "method": "ωB97M-V/def2-TZVPD",
  "species": ["C", "C", "C", "N", "C", "C", "N", "C", "C", "C", "C", "C", "O", "C", "C", "C", "N", "O", "C", "O", "C", "C", "C", "C", "C", "C", "O", "C", "O", "H", "H", "H", "H", "H", "H", "H", "H", "H", "H", "H", "H", "H", "H", "H", "H", "H", "H", "H"],
  "xyz": [[2.747, 0.125, -3.405], [1.524, -0.364, -3.329], [0.680, -0.331, -2.088], [0.257, -1.666, -1.712], [1.290, -2.541, -1.211], [1.734, -2.155, 0.156], [1.400, -1.100, 0.829], [2.088, -1.249, 2.009], [2.012, -0.292, 3.088], [1.184, 0.821, 2.974], [1.097, 1.743, 3.999], [1.842, 1.562, 5.161], [1.835, 2.400, 6.228], [1.014, 3.543, 6.189], [2.675, 0.443, 5.275], [2.759, -0.473, 4.254], [2.807, -2.342, 2.029], [2.584, -2.942, 0.826], [-1.031, -2.083, -1.618], [-1.325, -3.174, -1.170], [-2.076, -1.140, -2.133], [-2.968, -0.571, -1.237], [-4.002, 0.259, -1.665], [-4.110, 0.475, -3.017], [-3.223, -0.110, -3.925], [-2.195, -0.919, -3.511], [-3.560, 0.268, -5.196], [-4.697, 1.094, -5.067], [-5.022, 1.232, -3.700], [3.322, 0.090, -4.314], [3.220, 0.596, -2.558], [1.064, -0.838, -4.186], [-0.211, 0.275, -2.264], [1.240, 0.107, -1.256], [0.881, -3.557, -1.170], [2.152, -2.528, -1.889], [0.607, 0.953, 2.072], [0.445, 2.595, 3.884], [1.298, 4.214, 5.373], [-0.043, 3.275, 6.090], [1.168, 4.049, 7.141], [3.243, 0.322, 6.184], [3.397, -1.339, 4.335], [-2.855, -0.779, -0.185], [-4.693, 0.706, -0.971], [-1.523, -1.376, -4.217], [-4.484, 2.085, -5.498], [-5.546, 0.640, -5.603]],
  "lowdin_charge": [0.017, -0.161, -0.160, -0.040, -0.045, -0.293, 0.211, -0.296, -0.174, -0.018, -0.014, -0.273, -0.080, -0.087, 0.006, -0.014, 0.135, 0.051, -0.418, 0.088, -0.158, -0.015, 0.022, -0.200, -0.189, 0.061, 0.039, -0.156, 0.038, 0.054, 0.062, 0.100, 0.125, 0.113, 0.141, 0.140, 0.109, 0.102, 0.096, 0.096, 0.093, 0.119, 0.114, 0.123, 0.120, 0.131, 0.140, 0.141],
  "e_above_lowest_kcal_mol": 88.4,
  "fmax_ha_per_bohr": 0.0250,
  "gap_ev": 9.04,
  "molar_mass_g_mol": 393.40,
  "smiles": "C=CCN(Cc1nc(-c2ccc(OC)cc2)no1)C(=O)c1ccc2c(c1)OCO2",
  "e_tot_ev": -36791.10463
}

{
  "formula": "C2HNaO3",
  "method": "ωB97M-V/def2-TZVPD",
  "species": ["O", "H", "O", "O", "C", "C", "Na"],
  "xyz": [[-1.145, -0.271, -1.134], [-2.002, 0.154, -1.304], [0.813, 0.313, 0.454], [0.569, -0.782, 1.137], [-0.174, 0.677, -0.375], [-0.137, 1.172, -1.581], [2.077, -1.263, 2.803]],
  "lowdin_charge": [0.049, 0.126, -0.005, -0.098, -0.288, 0.322, 0.894],
  "spin_multiplicity": 2,
  "e_above_lowest_kcal_mol": 199.2,
  "fmax_ha_per_bohr": 0.0459,
  "gap_ev": [9.33, 8.17],
  "s2": 0.768,
  "total_charge": 1,
  "molar_mass_g_mol": 96.02,
  "e_tot_ev": -12633.32110
}

{
  "formula": "C28H51BrClN3O9PS",
  "method": "ωB97M-V/def2-TZVPD",
  "species": ["C", "C", "C", "C", "C", "C", "C", "C", "C", "C", "C", "N", "C", "N", "C", "C", "C", "Br", "C", "C", "C", "C", "C", "O", "O", "C", "O", "S", "N", "C", "C", "C", "O", "O", "P", "O", "Cl", "H", "H", "H", "H", "H", "H", "H", "H", "H", "H", "H", "H", "H", "H", "H", "H", "H", "H", "H", "H", "H", "H", "H", "H", "H", "H", "H", "H", "H", "H", "H", "H", "H", "H", "H", "H", "H", "H", "H", "H", "H", "H", "H", "H", "H", "C", "C", "C", "O", "C", "O", "O", "H", "H", "H", "H", "H", "H"],
  "xyz": [[2.585, 0.207, 2.610], [3.833, -0.546, 3.176], [4.266, -1.697, 2.228], [5.482, -1.355, 1.347], [5.188, -0.201, 0.353], [4.461, -0.788, -0.863], [3.709, 0.282, -1.711], [2.248, -0.163, -1.860], [1.347, 0.872, -2.609], [0.218, 1.407, -1.670], [-1.208, 0.930, -2.082], [-1.898, 0.080, -1.070], [-3.098, 0.332, -0.626], [-3.787, 1.502, -1.002], [-3.522, 2.793, -0.301], [-2.084, 3.192, 0.008], [-2.144, 4.669, 0.523], [-1.321, 2.172, 1.523], [-5.175, 1.143, -0.601], [-6.314, 2.155, -0.762], [-7.652, 1.543, -1.257], [-8.843, 2.212, -0.528], [-9.558, 3.227, -1.426], [-10.250, 2.874, -2.282], [-9.382, 4.563, -1.190], [-5.043, 0.256, 0.634], [-6.249, -0.447, 0.649], [-4.964, 0.979, 2.308], [-3.816, -0.486, 0.220], [-4.178, -1.822, -0.310], [-4.451, -2.840, 0.825], [-3.481, -4.001, 0.815], [-3.049, -4.509, -0.137], [-3.142, -4.466, 2.072], [-0.840, -1.288, -0.606], [-1.459, -1.844, 0.798], [-1.151, -2.727, -2.091], [2.879, 1.209, 2.282], [1.781, 0.251, 3.349], [2.173, -0.308, 1.733], [4.688, 0.112, 3.349], [3.526, -0.953, 4.144], [3.412, -2.056, 1.642], [4.562, -2.541, 2.867], [5.708, -2.252, 0.760], [6.329, -1.109, 1.993], [6.152, 0.194, 0.026], [4.607, 0.574, 0.860], [5.129, -1.343, -1.527], [3.706, -1.494, -0.491], [4.174, 0.384, -2.696], [3.722, 1.251, -1.198], [2.189, -1.126, -2.386], [1.845, -0.340, -0.859], [0.941, 0.465, -3.539], [2.004, 1.703, -2.880], [0.224, 2.495, -1.823], [0.444, 1.247, -0.617], [-1.094, 0.308, -2.976], [-1.821, 1.776, -2.377], [-4.071, 2.917, 0.641], [-3.913, 3.585, -0.947], [-1.412, 3.223, -0.844], [-1.173, 5.155, 0.441], [-2.370, 4.617, 1.592], [-2.945, 5.239, 0.047], [-5.422, 0.400, -1.380], [-6.417, 2.742, 0.158], [-5.990, 2.882, -1.517], [-7.743, 1.811, -2.315], [-7.672, 0.456, -1.216], [-9.587, 1.488, -0.191], [-8.542, 2.759, 0.374], [-9.593, 4.752, -0.263], [-6.604, -0.501, 1.550], [-3.637, 1.138, 2.512], [-3.362, -2.260, -0.891], [-5.009, -1.775, -1.018], [-5.492, -3.170, 0.834], [-4.293, -2.310, 1.770], [-2.297, -4.089, 2.349], [-0.736, -2.250, 1.302], [11.022, -3.557, 0.416], [9.693, -2.865, 0.595], [8.868, -2.752, -0.660], [8.066, -1.594, -0.388], [8.782, -0.813, 0.471], [8.494, 0.301, 0.763], [9.865, -1.483, 0.943], [11.642, -3.426, 1.302], [10.882, -4.624, 0.239], [11.575, -3.133, -0.424], [9.128, -3.343, 1.402], [8.241, -3.624, -0.836], [9.467, -2.553, -1.552]],
  "lowdin_charge": [-0.113, -0.227, -0.221, -0.210, -0.185, -0.195, -0.191, -0.242, -0.168, -0.215, -0.167, -0.141, -0.314, 0.055, -0.210, -0.638, -0.127, 0.781, -0.262, -0.117, -0.140, -0.089, -0.553, 0.179, 0.090, -0.733, -0.030, 0.899, 0.030, -0.124, -0.052, -0.541, 0.148, 0.077, 0.711, -0.291, 0.313, 0.064, 0.059, 0.043, 0.108, 0.094, 0.090, 0.104, 0.104, 0.109, 0.094, 0.098, 0.115, 0.092, 0.114, 0.112, 0.112, 0.046, 0.106, 0.106, 0.101, 0.057, 0.110, 0.118, 0.097, 0.131, 0.066, 0.086, 0.057, 0.086, 0.158, 0.111, 0.127, 0.122, 0.109, 0.126, 0.107, 0.118, 0.090, -0.167, 0.049, 0.139, 0.137, 0.122, 0.107, 0.079, -0.019, -0.335, -0.091, 0.033, -0.556, 0.164, 0.092, 0.091, 0.092, 0.091, 0.160, 0.140, 0.141],
  "e_above_lowest_kcal_mol": 46.3,
  "fmax_ha_per_bohr": 0.0749,
  "gap_ev": 9.00,
  "total_charge": 1,
  "molar_mass_g_mol": 752.13,
  "e_tot_ev": -155444.21748
}

{
  "formula": "C23H78N12O16",
  "method": "ωB97M-V/def2-TZVPD",
  "species": ["C", "C", "O", "H", "H", "H", "H", "H", "H", "C", "C", "O", "H", "H", "H", "H", "H", "H", "C", "C", "O", "H", "H", "H", "H", "H", "H", "C", "C", "O", "H", "H", "H", "H", "H", "H", "C", "C", "O", "H", "H", "H", "H", "H", "H", "C", "C", "O", "H", "H", "H", "H", "H", "H", "C", "C", "O", "H", "H", "H", "H", "H", "H", "C", "O", "N", "N", "H", "H", "H", "H", "C", "O", "N", "N", "H", "H", "H", "H", "C", "O", "N", "N", "H", "H", "H", "H", "C", "O", "N", "N", "H", "H", "H", "H", "C", "O", "N", "N", "H", "H", "H", "H", "C", "O", "N", "N", "H", "H", "H", "H", "C", "O", "H", "H", "H", "H", "C", "O", "H", "H", "H", "H", "C", "O", "H", "H", "H", "H"],
  "xyz": [[-4.526, -2.477, 1.092], [-4.991, -1.482, 0.090], [-6.192, -0.817, 0.501], [-4.200, -2.061, 2.023], [-3.673, -3.018, 0.741], [-5.253, -3.238, 1.308], [-5.081, -1.966, -0.896], [-4.184, -0.725, -0.025], [-6.481, -0.203, -0.178], [4.627, 0.490, 2.670], [3.180, 0.276, 2.229], [2.889, -0.935, 1.603], [5.316, 0.291, 1.864], [4.819, -0.185, 3.482], [4.892, 1.435, 3.086], [3.006, 1.048, 1.518], [2.432, 0.501, 2.958], [3.238, -0.860, 0.724], [2.071, 3.676, 3.361], [0.766, 2.896, 3.560], [0.229, 2.487, 2.218], [2.492, 4.101, 4.242], [1.851, 4.598, 2.809], [2.826, 3.051, 2.882], [0.084, 3.475, 4.119], [1.047, 2.047, 4.135], [-0.654, 2.098, 2.285], [1.928, -3.732, -3.925], [2.113, -2.603, -2.967], [0.900, -2.045, -2.625], [1.533, -3.380, -4.881], [1.311, -4.475, -3.456], [2.870, -4.226, -4.282], [2.833, -1.871, -3.417], [2.609, -2.909, -2.081], [0.305, -2.739, -2.360], [0.594, 0.042, 0.072], [-0.811, 0.173, -0.336], [-1.454, -0.843, 0.309], [0.934, -0.868, -0.354], [0.657, -0.015, 1.164], [1.307, 0.805, -0.213], [-1.038, 0.133, -1.402], [-1.194, 1.178, -0.019], [-1.936, -1.266, -0.375], [-3.117, 4.742, -1.050], [-2.988, 3.461, -0.184], [-2.161, 3.880, 0.858], [-2.367, 4.758, -1.868], [-3.077, 5.678, -0.540], [-4.062, 4.811, -1.593], [-2.573, 2.805, -0.867], [-3.942, 3.050, 0.145], [-2.371, 3.275, 1.544], [5.658, 0.300, -1.031], [4.431, 0.858, -1.661], [3.478, -0.266, -1.464], [6.116, -0.479, -1.665], [5.479, -0.300, -0.155], [6.350, 1.125, -0.786], [4.592, 1.164, -2.668], [4.071, 1.738, -1.185], [2.773, -0.082, -2.076], [-1.488, 2.794, -3.739], [-2.770, 3.351, -3.785], [-0.452, 3.514, -3.575], [-1.135, 1.534, -3.751], [-0.589, 4.494, -3.595], [0.490, 3.149, -3.593], [-1.899, 0.847, -3.848], [-0.151, 1.234, -3.652], [-1.708, -3.012, 3.225], [-1.661, -3.885, 2.110], [-2.180, -3.340, 4.381], [-1.305, -1.781, 3.154], [-2.741, -4.252, 4.454], [-1.739, -3.066, 5.261], [-1.166, -1.372, 2.210], [-1.326, -1.078, 3.918], [2.069, -1.961, 4.675], [3.499, -2.126, 4.693], [1.375, -1.794, 3.639], [1.375, -2.041, 5.793], [1.960, -1.663, 2.776], [0.366, -1.885, 3.515], [1.863, -2.121, 6.630], [0.437, -2.158, 5.859], [1.830, 3.534, -0.888], [2.782, 3.607, -1.937], [2.179, 3.557, 0.368], [0.527, 3.479, -1.073], [3.180, 3.660, 0.567], [1.508, 3.347, 1.155], [0.142, 3.447, -2.032], [-0.142, 3.531, -0.348], [-1.702, -3.799, -1.434], [-2.514, -2.637, -1.469], [-1.066, -4.280, -2.453], [-1.537, -4.616, -0.435], [-1.228, -3.914, -3.429], [-0.481, -5.172, -2.415], [-1.828, -4.315, 0.511], [-1.130, -5.589, -0.398], [1.809, 1.108, -4.227], [1.867, 0.451, -5.436], [2.069, 2.383, -4.099], [1.427, 0.644, -3.049], [2.383, 2.858, -4.933], [2.471, 2.747, -3.230], [1.151, -0.354, -3.065], [1.454, 1.210, -2.220], [-3.841, 0.199, -2.738], [-3.954, 0.696, -4.070], [-3.407, 0.979, -2.034], [-3.163, -0.651, -2.619], [-4.725, -0.172, -2.289], [-4.336, 0.010, -4.629], [1.478, -3.638, 1.025], [1.205, -4.555, -0.044], [0.757, -2.770, 0.894], [2.470, -3.181, 1.011], [1.222, -4.022, 2.030], [0.332, -4.417, -0.391], [-3.748, 1.033, 2.441], [-2.384, 1.323, 2.803], [-3.783, 1.205, 1.355], [-4.343, 1.802, 2.916], [-4.019, 0.022, 2.783], [-2.318, 1.430, 3.768]],
  "lowdin_charge": [-0.082, -0.331, -0.070, 0.046, 0.037, 0.082, 0.111, 0.087, 0.076, -0.037, -0.313, -0.107, 0.055, 0.059, 0.062, 0.077, 0.091, 0.068, -0.081, -0.212, -0.121, 0.073, 0.086, 0.057, 0.097, 0.088, 0.030, -0.070, -0.340, -0.084, 0.088, 0.040, 0.100, 0.131, 0.100, 0.041, -0.084, -0.330, -0.069, 0.055, 0.079, 0.059, 0.104, 0.105, 0.009, -0.067, -0.309, -0.059, 0.052, 0.059, 0.076, 0.048, 0.112, 0.026, -0.087, -0.247, -0.106, 0.089, 0.045, 0.092, 0.109, 0.069, -0.012, -0.587, -0.121, 0.130, 0.200, 0.132, 0.062, 0.099, 0.064, -0.565, -0.129, 0.163, 0.145, 0.172, 0.115, 0.113, 0.148, -0.573, -0.159, 0.182, 0.173, 0.084, 0.052, 0.092, 0.044, -0.533, -0.155, 0.175, 0.218, 0.133, 0.080, 0.053, 0.081, -0.551, -0.116, 0.130, 0.149, 0.167, 0.162, 0.059, 0.172, -0.596, -0.090, 0.132, 0.130, 0.140, 0.031, 0.100, 0.093, -0.162, -0.108, 0.092, 0.055, 0.043, 0.091, -0.134, -0.127, 0.076, 0.074, 0.077, -0.020, -0.084, -0.168, 0.075, 0.089, 0.082, 0.098],
  "e_above_lowest_kcal_mol": 53.9,
  "fmax_ha_per_bohr": 0.1770,
  "gap_ev": 7.91,
  "molar_mass_g_mol": 778.94,
  "e_tot_ev": -75751.89270
}